{
  "formula": "C57H78Br6N10O19",
  "method": "ωB97M-V with the def2-TZVPD basis set",
  "fmax_ha_per_bohr": 0.2817,
  "orbital_gap_ev": 6.16,
  "elements": ["C", "C", "N", "C", "C", "N", "C", "C", "H", "H", "H", "H", "H", "H", "H", "H", "H", "H", "H", "C", "C", "C", "O", "H", "H", "H", "H", "H", "H", "H", "C", "Br", "Br", "Br", "H", "C", "Br", "Br", "Br", "H", "C", "C", "C", "C", "C", "C", "O", "O", "H", "H", "H", "H", "H", "H", "C", "C", "C", "C", "C", "C", "O", "O", "H", "H", "H", "H", "H", "H", "C", "C", "C", "C", "C", "C", "O", "O", "H", "H", "H", "H", "H", "H", "C", "C", "C", "C", "C", "C", "O", "O", "H", "H", "H", "H", "H", "H", "C", "C", "C", "C", "C", "C", "O", "O", "H", "H", "H", "H", "H", "H", "C", "C", "C", "C", "C", "C", "O", "O", "H", "H", "H", "H", "H", "H", "C", "C", "C", "C", "C", "C", "O", "O", "H", "H", "H", "H", "H", "H", "C", "O", "N", "N", "H", "H", "H", "H", "C", "O", "N", "N", "H", "H", "H", "H", "C", "O", "N", "N", "H", "H", "H", "H", "C", "O", "N", "N", "H", "H", "H", "H"],
  "positions_angstrom": [[1.0587, 3.6864, -0.0749], [-0.3132, 3.0190, -0.0851], [-0.2145, 1.5434, -0.2044], [-0.0350, 0.7799, -1.3220], [-0.0378, -0.5260, -1.0036], [-0.2899, -0.5693, 0.3605], [-0.3593, 0.6911, 0.8121], [-0.2905, -1.7823, 1.1951], [0.9835, 4.7458, -0.3059], [1.6879, 3.1202, -0.7626], [1.5447, 3.6305, 0.8970], [-0.9692, 3.3750, -0.8802], [-0.9176, 3.1727, 0.8075], [0.1117, 1.2337, -2.2892], [0.1571, -1.3751, -1.6328], [-0.3517, 1.0026, 1.8436], [0.7124, -2.1988, 1.0893], [-0.9833, -2.5166, 0.7852], [-0.5270, -1.6197, 2.2421], [4.7747, -3.1423, 2.5755], [3.2895, -3.1926, 2.9733], [2.6779, -1.7920, 2.9023], [2.4391, -4.0827, 2.2976], [4.8848, -3.2199, 1.4946], [5.3465, -3.8681, 3.1554], [5.1848, -2.1950, 2.9431], [3.2088, -3.4876, 4.0368], [3.2468, -1.1793, 3.6157], [1.6183, -1.7848, 3.1373], [2.8754, -1.3346, 1.9256], [4.3100, 2.5777, 4.2127], [6.1837, 2.0626, 3.9594], [3.1979, 2.2427, 2.6962], [4.0794, 4.4219, 4.7832], [4.0067, 1.9671, 5.0528], [0.5108, 4.6290, 3.7933], [1.5890, 5.8030, 2.6148], [-1.2547, 4.7466, 2.8928], [0.5365, 5.2773, 5.6494], [0.9078, 3.6210, 3.7831], [-0.6608, -1.7365, 5.0254], [-2.0391, -1.8983, 4.9437], [-2.8328, -0.8377, 4.5567], [-2.2641, 0.3457, 4.0762], [-0.8719, 0.5074, 4.1512], [-0.0917, -0.5015, 4.7260], [1.2099, -0.2553, 5.0544], [-4.2041, -0.9490, 4.5695], [-0.0476, -2.5827, 5.3093], [-2.4444, -2.8696, 5.2000], [-2.9295, 1.1451, 3.7786], [-0.4714, 1.4982, 3.9769], [1.4919, -1.1116, 5.4033], [-4.4694, -1.8521, 4.7771], [6.4624, 3.6827, 0.3044], [7.6365, 3.9923, 0.9982], [7.8402, 5.3084, 1.3873], [6.9116, 6.2893, 1.0505], [5.7061, 5.9723, 0.4218], [5.4781, 4.6411, 0.0622], [4.3743, 4.4146, -0.7086], [8.9525, 5.5892, 2.1538], [6.3548, 2.6647, -0.0495], [8.3551, 3.2050, 1.1863], [7.2710, 7.2799, 1.3049], [5.0921, 6.8174, 0.1486], [4.2257, 3.4464, -0.7054], [9.3749, 4.7607, 2.3893], [-3.9624, 7.9125, 1.0329], [-3.3149, 6.7527, 0.6140], [-3.7886, 6.0026, -0.4591], [-5.0543, 6.2741, -0.9940], [-5.7509, 7.3828, -0.5030], [-5.1781, 8.2240, 0.4384], [-5.8352, 9.4114, 0.7188], [-3.1148, 4.8695, -0.7689], [-3.4814, 8.5054, 1.7972], [-2.4223, 6.3717, 1.0855], [-5.5376, 5.5478, -1.6349], [-6.6369, 7.5968, -1.0874], [-6.7208, 9.2904, 1.0676], [-3.6662, 4.2162, -1.2256], [-0.3787, -5.4412, 4.2473], [-1.0589, -6.2291, 5.2044], [-2.3515, -6.6396, 4.9486], [-2.9729, -6.2201, 3.7883], [-2.2924, -5.4972, 2.8167], [-0.9444, -5.1927, 3.0098], [-0.2524, -4.6668, 1.9593], [-2.9890, -7.5643, 5.7535], [0.6715, -5.1915, 4.3617], [-0.5233, -6.3775, 6.1321], [-3.9869, -6.5409, 3.5840], [-2.8666, -5.3694, 1.9073], [0.5695, -4.2358, 2.3132], [-2.4386, -8.3355, 5.9050], [-3.4708, 0.4749, -1.1950], [-3.4895, -0.5510, -0.2606], [-4.3391, -0.4484, 0.8274], [-5.2520, 0.6112, 0.9126], [-5.1547, 1.6472, -0.0320], [-4.2924, 1.5970, -1.1151], [-4.1999, 2.5985, -2.0160], [-4.3329, -1.5298, 1.6893], [-2.7161, 0.3924, -1.9657], [-2.7556, -1.3406, -0.3345], [-5.9912, 0.7617, 1.6853], [-5.8762, 2.4430, 0.1129], [-3.4016, 2.5094, -2.6182], [-4.2647, -1.2061, 2.5971], [1.9676, 1.1744, -6.5870], [2.5131, 2.2235, -7.3090], [2.1214, 3.5427, -7.1094], [1.0374, 3.8004, -6.2642], [0.6323, 2.8042, -5.3634], [0.9974, 1.4820, -5.6249], [0.4936, 0.4488, -4.8654], [2.6969, 4.5703, -7.8004], [2.3398, 0.1656, -6.7009], [3.3579, 2.1962, -7.9908], [0.8237, 4.8507, -6.0959], [0.0454, 2.9465, -4.4649], [1.1480, -0.2742, -4.9119], [2.3917, 5.4082, -7.4424], [-1.5615, -7.6561, 0.0080], [-2.0238, -8.9022, -0.4088], [-2.0545, -9.2049, -1.7764], [-1.7084, -8.2419, -2.7051], [-1.2289, -7.0019, -2.3167], [-1.1916, -6.7156, -0.9606], [-0.9509, -5.4513, -0.5105], [-2.4530, -10.4367, -2.2143], [-1.4646, -7.3765, 1.0475], [-2.3547, -9.6484, 0.3037], [-1.7114, -8.4827, -3.7611], [-0.8340, -6.2034, -2.9314], [-0.7761, -5.3125, 0.4488], [-3.1071, -10.7686, -1.5900], [-2.0668, -2.3951, -2.2269], [-1.0262, -1.7536, -2.4623], [-2.2109, -3.2308, -1.1635], [-3.2125, -2.0906, -2.8506], [-1.4291, -3.6071, -0.6520], [-2.9767, -3.8836, -1.2274], [-3.2774, -1.3474, -3.5223], [-4.1036, -2.5279, -2.6954], [1.9304, -2.5770, -3.6184], [2.2645, -1.5086, -4.1231], [2.8120, -3.5932, -3.3910], [0.6513, -2.9115, -3.1969], [3.6474, -3.6973, -3.9391], [2.6399, -4.3045, -2.7058], [0.5615, -3.7246, -2.6227], [-0.1322, -2.4110, -3.5836], [-1.5207, 1.7359, -4.2689], [-2.0165, 2.4047, -3.3405], [-0.9808, 0.5184, -4.0559], [-1.5923, 2.1372, -5.5650], [-0.8698, 0.1558, -3.1243], [-0.8597, -0.0305, -4.8864], [-1.8483, 1.3730, -6.1747], [-1.9903, 3.0057, -5.8728], [3.3617, 0.8178, -1.5324], [3.6251, 1.7933, -0.8309], [3.7697, -0.4525, -1.2057], [2.7512, 0.8742, -2.7329], [4.3368, -0.5467, -0.3795], [3.4002, -1.2990, -1.5919], [2.5916, 0.0736, -3.3336], [2.4499, 1.8019, -2.9856]],
  "forces_ev_per_angstrom": [[-0.4, -0.6, 0.1], [-0.5, -0.2, 0.1], [-0.4, -0.5, 0.7], [0.5, 1.1, -0.9], [1.7, 1.2, 2.5], [0.2, 0.7, 0.5], [0.3, 0.1, -0.1], [0.5, -0.4, -1.0], [0.0, -0.1, -0.3], [0.2, 0.5, -0.2], [-0.1, -0.2, 0.0], [0.3, -0.1, -0.3], [0.3, 0.1, 0.1], [0.2, 0.2, 0.5], [1.0, 0.5, 1.5], [-0.4, -0.2, 0.0], [0.0, -0.2, 0.4], [-0.1, 0.4, 0.2], [0.0, 0.4, -0.1], [-0.4, 0.2, 0.9], [-2.3, -0.7, -0.2], [1.5, 0.3, 0.2], [0.2, 0.3, -0.2], [0.2, -0.2, 0.0], [0.0, -0.5, -0.6], [0.0, 0.2, -0.3], [0.6, 0.2, 0.4], [-0.4, 0.3, 0.0], [0.0, -0.1, 0.0], [-0.3, -0.1, -0.2], [0.5, 0.2, 0.5], [-0.6, 0.3, -0.1], [0.2, -0.3, -0.2], [0.5, -0.4, 0.0], [-0.3, 0.0, -0.2], [-0.2, 1.6, -0.5], [0.0, -0.4, 0.8], [0.4, -0.6, 1.2], [-0.3, -0.4, -1.0], [-0.1, 0.0, -0.1], [-0.5, 0.2, -0.3], [0.8, -0.2, 0.1], [0.0, 0.0, -0.5], [0.3, -0.6, 0.7], [-0.7, -0.1, 0.9], [-0.2, 0.5, -0.1], [-0.5, -0.3, -0.1], [-0.3, 0.2, -0.4], [0.1, 0.0, 0.2], [-0.2, 0.0, 0.0], [0.1, 0.1, -0.2], [0.3, -0.1, -0.1], [0.7, 0.3, 0.0], [0.1, 0.0, 0.1], [0.2, -0.2, 0.3], [-1.2, 0.4, -0.6], [0.1, -1.2, 0.3], [0.8, -0.2, 0.5], [1.6, 0.2, 0.4], [0.1, 0.9, -0.7], [0.1, -0.8, 0.5], [-0.2, 0.9, -0.2], [-0.3, 0.0, -0.1], [0.1, 0.1, 0.1], [-0.7, 0.3, -0.1], [-0.5, -0.4, -0.1], [-0.3, 0.2, -0.3], [0.0, -0.1, 0.0], [0.1, -0.6, -0.3], [0.1, 0.2, -0.7], [-1.3, -0.6, 0.7], [0.5, 0.2, 1.1], [0.8, -0.8, -1.4], [-0.9, 0.3, -0.1], [0.6, 0.5, 0.4], [0.7, -0.1, 0.0], [-0.4, 0.2, 0.1], [0.2, 0.4, 0.1], [0.1, 0.2, -0.4], [-0.4, 0.5, 0.7], [0.0, -0.4, -0.1], [-0.2, -0.1, -0.2], [0.1, -0.9, 0.1], [0.8, 1.6, -0.6], [0.5, -0.8, 0.2], [-0.2, -0.1, -0.3], [-0.4, -0.7, 0.5], [-0.9, 0.3, -0.4], [-0.5, 0.3, 0.6], [-0.6, 0.3, 0.2], [0.0, 0.1, 0.2], [-0.3, -0.5, 0.1], [0.0, 0.0, 0.1], [0.5, 0.5, -0.3], [1.6, -0.2, -0.6], [0.2, 0.1, 0.0], [0.5, -0.2, -0.2], [0.0, 1.3, 0.2], [-0.7, -0.7, 0.0], [1.2, 0.5, -0.8], [-1.0, -0.2, 0.5], [0.7, -0.8, 0.4], [-0.3, 0.7, -0.3], [0.0, 0.2, 0.2], [-0.2, 0.3, -0.2], [-0.5, 0.1, 0.4], [0.1, -0.5, 0.3], [0.2, 0.3, -0.3], [-0.3, -0.2, 0.4], [-0.3, 0.0, 0.1], [-0.4, 1.1, 0.1], [1.1, 1.2, -0.6], [-1.8, -0.3, 0.0], [1.3, 0.0, 1.5], [1.0, -0.3, -0.5], [2.5, 0.2, -0.8], [13.2, 0.0, -5.9], [0.3, -0.5, -0.2], [-0.1, -0.1, -0.1], [0.0, -0.9, 0.0], [-0.4, -0.1, 0.2], [0.6, 1.0, -0.3], [0.6, -0.4, 0.1], [0.0, 0.0, 0.0], [-0.1, -0.5, -0.9], [0.4, 0.3, -0.2], [-0.3, 0.5, 0.6], [0.7, -0.1, -0.8], [0.2, 0.5, 1.3], [-0.7, -0.2, 1.6], [0.7, 0.6, -0.7], [-0.3, -0.1, -0.1], [-0.2, -0.2, 0.1], [0.1, 0.0, 0.1], [-0.2, -0.2, 0.0], [-0.3, -0.3, -0.6], [0.4, -0.6, -0.1], [0.1, -0.2, -0.1], [-0.5, 0.9, 1.0], [-5.5, -1.3, -1.3], [-0.1, -0.3, -0.8], [-1.1, -0.3, -1.4], [0.2, -0.1, -0.6], [0.0, 0.0, 0.2], [0.6, 0.1, 0.0], [0.2, -0.2, 0.5], [-1.1, -2.0, 0.8], [-0.3, -0.1, -0.8], [0.8, 0.1, 0.0], [3.8, 0.1, -2.0], [0.2, 0.5, 0.2], [-0.2, -0.2, -0.1], [-0.5, -0.3, -0.1], [0.5, -0.3, 0.3], [-2.5, -2.3, 2.0], [1.1, 1.3, 0.5], [-12.5, 2.0, 3.7], [-1.8, -1.4, -1.8], [-0.7, -0.1, -0.5], [-1.9, -0.7, 1.1], [0.2, 0.2, -0.3], [-0.2, 0.2, 0.7], [0.7, -1.3, -0.5], [-0.2, -0.2, 0.0], [0.3, 0.4, 0.9], [-0.3, 1.2, 0.1], [-0.2, 0.0, 0.1], [-0.1, 0.1, -0.3], [0.2, 0.2, 0.3], [0.0, -0.2, -0.4]],
  "lowdin_charge": [-0.08, -0.15, 0.01, -0.05, -0.03, -0.01, 0.00, 0.03, 0.08, 0.06, -0.03, 0.11, 0.04, 0.12, 0.09, 0.13, 0.09, 0.07, 0.09, -0.07, -0.64, -0.11, -0.33, 0.06, 0.06, 0.06, 0.10, 0.06, 0.03, 0.06, -1.56, 0.58, 0.65, 0.56, -0.03, -1.48, 0.54, 0.62, 0.55, -0.08, -0.02, 0.00, -0.33, 0.01, -0.03, -0.34, 0.03, 0.02, 0.12, 0.12, 0.12, 0.10, 0.10, 0.12, -0.03, -0.05, -0.33, -0.02, 0.00, -0.33, 0.01, 0.03, 0.11, 0.11, 0.12, 0.11, 0.04, 0.09, 0.00, -0.03, -0.32, -0.01, -0.03, -0.33, 0.01, 0.03, 0.12, 0.04, 0.11, 0.11, 0.10, 0.06, -0.01, 0.00, -0.34, -0.02, -0.03, -0.32, -0.02, 0.02, 0.12, 0.12, 0.12, 0.12, 0.07, 0.10, -0.01, -0.03, -0.31, 0.00, -0.01, -0.32, 0.00, 0.02, 0.08, 0.07, 0.11, 0.12, 0.06, 0.05, 0.01, -0.02, -0.33, 0.01, -0.04, -0.28, -0.10, 0.05, 0.12, 0.12, 0.11, 0.11, 0.09, 0.10, 0.00, 0.00, -0.34, -0.02, -0.02, -0.31, -0.03, 0.04, 0.11, 0.12, 0.12, 0.11, 0.07, 0.10, -0.59, -0.16, 0.19, 0.20, 0.07, 0.13, 0.11, 0.12, -0.58, 0.00, 0.17, 0.17, 0.11, 0.11, 0.10, 0.08, -0.62, -0.01, 0.10, 0.14, 0.07, 0.12, 0.13, 0.13, -0.63, -0.02, 0.19, 0.19, 0.10, 0.08, 0.05, 0.11]
}